Record 1
Below is a structure of composition C25H27N2O2P2RhS at a distorted geometry, with properties calculated with ωB97M-V with the def2-TZVPD basis set.

Geometry as ORCA input:
```
! RIJCOSX wB97M-V def2-TZVPD def2/J DEFGRID3
* xyz 2 1
C -2.9039 -1.8457 -3.1065
C 4.6701 -0.0007 1.4681
H 1.8534 4.6593 -0.3876
H -1.4310 0.1614 2.4986
C -4.6532 -2.1446 -1.4540
C 0.3619 -2.3931 2.6827
H 2.0178 -0.0689 4.2586
H -4.9372 -2.2305 -0.4173
C 2.7555 -0.0425 3.4699
H 0.6548 -2.2978 3.7292
H -6.6310 -2.3479 -2.2317
C 2.3904 -0.3569 2.1655
C -0.9257 2.0671 -0.5626
H 0.9267 -3.1985 2.2165
H -2.9792 4.7747 -0.2488
H 6.0398 0.5869 3.0007
C 4.0348 0.1962 -1.6535
C -2.6823 3.7407 -0.3462
P 0.6485 -0.8125 1.8222
N -1.4615 -0.1845 -0.8209
C 3.3562 -0.3333 1.1485
O -0.8934 -2.5294 -0.8003
H 3.6777 0.1026 -2.6801
H -1.8568 -1.7043 -3.3277
H -5.9292 -2.0810 -4.5798
C 5.0199 0.3226 2.7683
H 4.0273 1.2481 -1.3772
H -0.2658 0.2138 3.8334
C 3.5948 -2.4688 -0.7394
C -3.3243 -1.9590 -1.7920
C 1.3057 2.5880 -0.4545
H -0.5113 5.4375 -0.4146
H -0.1397 1.3897 2.4997
Rh 0.5696 -0.7576 -0.5753
C -3.6339 2.7340 -0.3357
C -5.5905 -2.2037 -2.4743
C -0.3916 0.3632 2.7613
H 3.0027 -3.1830 -0.1683
O -2.5861 -1.7356 0.7990
H -0.7023 -2.6195 2.6117
H 4.3302 0.5532 4.7834
C 4.0621 0.3041 3.7692
H -4.0461 0.6359 -0.5107
C -0.2725 4.3849 -0.4358
C -1.9363 1.0315 -0.6376
H 5.0539 -0.1854 -1.6011
C -5.1899 -2.0639 -3.7951
C -1.3090 3.4273 -0.4569
C 1.0355 3.9577 -0.4308
H 4.6202 -2.4685 -0.3648
S -2.0864 -1.7285 -0.5419
C -3.8497 -1.8996 -4.1162
H -4.6711 2.9998 -0.2123
C -3.2889 1.4019 -0.4935
H 5.4316 0.0057 0.7024
H 2.3193 2.2249 -0.3850
H 3.5911 -2.7643 -1.7883
N 0.3561 1.6757 -0.5458
P 2.9160 -0.7720 -0.5769
H -3.5456 -1.8048 -5.1467
*
```

Calculated values
LUMO level (alpha / beta)   -8.272 / -8.269 eV
Relative energy (zero: lowest compared OMol25 entry of this formula, charge and spin)   50.79 kcal per mole
HOMO-LUMO gap (alpha / beta)   5.1 / 5.1 eV
E_tot   -65845.251 eV

Record 2
Below is the molecule C25H27N3O4 at a distorted geometry, with properties calculated with ωB97M-V with the def2-TZVPD basis set.

Geometry as ORCA input:
```
! RIJCOSX wB97M-V def2-TZVPD def2/J DEFGRID3
* xyz 0 1
O -2.0335 2.5504 -0.8249
C 3.4966 -0.1199 0.9800
H -4.7655 2.5187 1.7923
H 8.0508 2.3064 0.9621
H -5.3876 -1.3037 1.1941
H 5.8413 -0.4207 -1.5868
H -0.1784 -3.8531 -3.9542
C -4.4811 -1.0922 1.7866
C 5.7715 0.9015 1.3798
H -4.0579 -0.1185 -0.4640
H 3.9629 0.8674 2.7369
N 1.4311 -1.6290 -0.4838
C 1.1638 -0.9678 0.7793
H -2.5766 4.2379 -1.9428
H 8.6573 0.5179 1.7472
H -2.2157 -0.2385 -0.3715
C -4.5901 1.3029 1.4530
C 4.4671 0.5304 1.8213
H -4.4212 -1.7600 2.4484
C 4.0571 -0.6399 -0.3817
O 7.5763 0.5235 -0.3865
H 1.9931 -0.0555 2.2131
C -3.2425 -0.1169 0.0319
C -3.3740 2.2435 -0.4371
N 2.2925 -0.1095 1.2331
C -2.0150 -2.9372 -0.9602
H 9.3960 1.1965 0.1341
H -0.8727 2.0412 -2.8630
H -2.4770 2.3306 -3.2946
H -4.0196 0.5177 3.1615
H -5.7634 0.4246 2.9076
C -4.7382 0.2298 2.5001
C -3.4212 1.3600 0.5326
C -1.6404 3.5676 -1.7968
C -0.4542 -3.3823 -2.8566
N -3.4431 -0.8679 1.0921
C -1.0359 -1.5832 0.8344
C -1.7130 -3.5959 -2.4356
H -2.4433 -3.9919 -3.0769
O -4.3418 2.5552 -0.9934
C 0.6821 -2.6143 -2.4329
C 8.4613 1.1667 0.9141
H -0.2047 -0.4864 2.2578
C -0.8956 -2.1787 -0.4168
C 6.2287 0.3328 0.0813
H -2.9116 -3.1113 -0.4468
H 6.2504 1.3711 2.3831
C -0.0146 -1.0275 1.2303
H -5.6732 1.4367 0.7482
H -2.6030 1.5290 1.2280
H 3.3876 -1.0851 -1.0396
C -1.5385 2.7609 -2.9762
C 5.4317 -0.2527 -0.6579
H -0.7298 4.2167 -1.5536
H -1.3479 3.3604 -3.9499
O -2.4181 -2.6883 2.4225
C -2.4500 -1.6942 1.4545
C 0.3379 -2.1945 -1.0197
H 1.5528 -2.7814 -2.8376
*
```

Calculated values
LUMO level   -0.848 eV
Relative energy (zero: lowest compared OMol25 entry of this formula, charge and spin)   434.62 kcal per mole
HOMO-LUMO gap   6.3 eV
E_tot   -39006.643 eV

Record 3
Below is a structure of composition C25H28AgN2O2Si, with properties calculated with ωB97M-V with the def2-TZVPD basis set.

Geometry as ORCA input:
```
! RIJCOSX wB97M-V def2-TZVPD def2/J DEFGRID3
* xyz -1 1
H -1.5871 -2.1604 -2.5364
C -5.4573 1.3161 -0.9377
C -1.8498 -0.4013 3.8614
H 3.2182 1.8217 1.0798
C 4.0218 -1.5109 1.7162
C 3.4559 -1.3043 2.9603
C -1.6866 0.7924 3.1700
H -4.8104 1.3928 -4.2563
C 3.8470 -2.3192 -0.6798
H 1.5126 0.0250 0.8388
N 2.0548 -2.6371 0.9794
O 3.0081 -2.5162 -1.6056
H 3.9475 3.0895 -0.9585
H 5.0166 -1.1764 1.4585
C -3.2460 0.3972 -1.3881
C -1.8349 -1.5887 1.7680
C -3.4798 0.6440 -2.7469
C -0.3193 0.8421 -1.4567
C 3.2755 -2.1628 0.7378
C 1.5255 -2.4608 2.1887
H -1.9145 -0.4002 4.9431
C -4.6632 1.2147 -3.1969
H 2.2674 3.3849 -0.5636
H -2.0588 -2.5313 3.6848
C -5.6593 1.5536 -2.2897
C -1.6048 0.7856 1.7833
H 1.6862 -1.6388 4.1613
C 2.1766 -1.7858 3.2080
H -0.5610 1.8596 -1.0935
H -1.9088 -2.8451 -0.9416
C -4.2657 0.7473 -0.4983
N 1.0648 0.4711 -1.1851
C 2.0177 0.7004 -2.2630
H 3.6839 0.7063 -0.1852
H 1.5421 0.4061 -3.1996
H -6.2292 1.5745 -0.2212
H 3.3669 2.1854 -3.0315
H 2.8534 0.0088 -2.1388
H -0.4621 0.8845 -2.5443
O 5.0759 -2.2072 -0.7751
H -1.4928 1.7324 1.2633
H 3.9996 -0.7698 3.7311
H 0.8761 1.6358 0.5522
C -1.6677 -0.4020 1.0483
C -1.3193 -2.0943 -1.4761
H 1.7535 2.7989 -2.7274
Ag 0.7929 -2.4219 -1.2452
H -1.6239 1.7294 3.7112
H -6.5861 1.9970 -2.6354
H -1.8784 -2.5313 1.2313
H 0.5297 -2.8624 2.3384
Si -1.6064 -0.4214 -0.8472
H -2.7233 0.3764 -3.4803
C 2.9467 1.4683 0.0816
C 2.5299 2.1404 -2.3288
C 2.9628 2.6189 -0.9232
H -4.1300 0.5749 0.5648
C -1.9301 -1.5938 3.1551
C 1.5470 0.8673 0.1403
*
```

Calculated values
LUMO level   2.765 eV
HOMO-LUMO gap   7.0 eV
E_tot   -45334.206 eV

Record 4
Below is a structure of composition C25H28AsBF4IMnN8O3S, with properties calculated with ωB97M-V with the def2-TZVPD basis set.

Geometry as ORCA input:
```
! RIJCOSX wB97M-V def2-TZVPD def2/J DEFGRID3
* xyz -1 2
C 1.4348 2.2142 1.1771
N -0.3575 -2.4108 0.7183
As -0.1200 2.1077 -3.8949
H -2.1058 0.6315 -4.2170
N -1.0358 0.6093 1.4987
F -3.6785 4.8222 0.9411
B -2.3665 4.3776 0.9784
C -2.1799 -0.0701 1.9900
H -1.6096 0.0236 4.0508
H 2.0517 1.4746 -4.9881
F -2.3799 3.0415 0.2975
O -0.5011 -2.8317 2.9922
C -4.4417 -1.4472 2.9365
H -2.2970 -5.4277 -1.1068
H 2.3627 -1.8574 1.8810
C -1.0346 0.4354 -4.2099
H -0.9911 -6.5027 -0.5668
C 0.0782 0.3569 2.1207
O 0.5023 2.7153 0.4542
N 4.5748 0.6902 -2.3376
O 2.8541 -1.8515 2.7112
C -0.8918 -4.6193 1.3963
C 2.8193 4.1498 0.3725
C -3.4574 -1.0204 3.8155
H -0.7265 0.0067 -5.1634
H 1.9399 0.7666 -3.3583
H -0.7984 -0.2457 -3.3941
H -5.3127 -1.9790 3.2965
N -0.7112 -4.5240 -0.0362
H -1.9229 -4.8663 1.6664
H 1.5784 -0.8591 4.0044
H 2.7259 3.9176 -0.6915
H 3.7842 4.6156 0.5602
H 0.1757 4.0203 -5.4690
C -0.4794 -3.2154 -0.3163
F -1.9245 4.1564 2.2710
H 3.3009 -0.5939 4.2155
H -0.0765 -1.8273 -1.6925
N 3.0578 -2.9333 -0.1563
H 2.0031 4.8347 0.6058
C 3.7523 0.1298 -1.7540
F -1.5172 5.1911 0.2529
C -3.2063 -0.4632 1.1386
H -3.5523 -1.2151 4.8756
H -5.0906 -1.4460 0.8873
C 1.4439 -0.0031 -1.0416
C 2.9007 -1.8653 -0.5677
H 2.3319 2.4802 -3.5396
C 1.3247 1.0363 1.9517
H -0.2108 -5.3336 1.8592
H -1.4495 3.3312 -5.6214
C 2.7067 2.8968 1.1831
C -1.2148 -5.5102 -0.9554
H -0.0577 2.5059 -6.3858
C 2.7089 -0.5623 -1.0885
H -0.7196 -5.4296 -1.9223
C 2.5164 -0.6949 3.4645
C -0.5649 -3.1871 1.8364
C 2.4825 0.5755 2.6500
H -0.2093 -3.4319 -2.3221
C 1.7559 1.6559 -3.9550
I -3.0533 0.0456 -0.8716
S -0.8146 3.2098 -2.2687
N 0.3584 0.4186 -1.0889
Mn -0.9743 1.6747 -0.1757
H 0.0651 -0.4580 2.8371
N -0.3996 -2.7773 -1.5864
C -0.3917 3.0937 -5.5312
N 3.7453 2.4529 1.8359
H 4.5289 0.9757 3.0624
C 3.6317 1.3056 2.5510
C -4.3185 -1.1541 1.5869
C -2.3516 -0.3327 3.3499
*
```

Calculated values
LUMO level (alpha / beta)   1.686 / 1.685 eV
Relative energy (zero: lowest compared OMol25 entry of this formula, charge and spin)   1.25 kcal per mole
HOMO-LUMO gap (alpha / beta)   6.6 / 6.7 eV
Expectation value of S²   0.834
E_tot   -167093.364 eV